1.
Entry from the OMol25 dataset: 12 unconnected molecules or ions with the total composition C35H86F6O16P at a distorted geometry (ωB97M-V/def2-TZVPD).

Geometry (Å):
P1 0.60423 0.14760 0.43189
F1 -0.71370 0.60404 1.25429
F2 0.27127 -1.43891 0.58666
F3 -0.24058 0.25934 -0.93288
F4 1.91451 -0.20609 -0.47259
F5 1.07338 1.69955 0.39602
F6 1.47415 -0.01664 1.80652
C1 -2.13232 -5.72065 -3.10394
C2 -2.14531 -4.31838 -2.48972
C3 -0.88883 -4.38002 -1.65300
O1 -0.87246 -5.70181 -1.09672
C4 -1.73338 -6.53337 -1.87380
H1 -1.34488 -5.73816 -3.86343
H2 -3.08781 -5.95875 -3.56559
H3 -3.02856 -4.21850 -1.85973
H4 -2.08730 -3.49396 -3.20223
H5 -0.76761 -3.56812 -0.93722
H6 -0.00310 -4.34648 -2.30499
H7 -2.63749 -6.69325 -1.27225
H8 -1.24029 -7.47903 -2.08668
C5 -5.14631 -2.07735 0.18734
C6 -3.73766 -1.64400 0.57177
C7 -4.03969 -0.19439 0.90827
O2 -5.22514 -0.28491 1.70415
C8 -5.99837 -1.39096 1.26082
H9 -5.27330 -3.16361 0.12582
H10 -5.44115 -1.71917 -0.80376
H11 -3.05146 -1.74802 -0.26522
H12 -3.39003 -2.13625 1.47692
H13 -4.15390 0.45328 0.02480
H14 -3.26307 0.31170 1.47724
H15 -6.95641 -1.07874 0.83037
H16 -6.20371 -2.04417 2.11319
C9 0.68199 -1.53555 -3.41095
C10 0.96097 -2.67549 -4.37677
C11 0.78061 -2.01048 -5.73682
O3 1.34015 -0.71370 -5.54255
C12 0.97546 -0.27048 -4.24089
H17 1.29554 -1.60007 -2.51157
H18 -0.33156 -1.53083 -3.00515
H19 0.27882 -3.52926 -4.34836
H20 1.98271 -3.04570 -4.28112
H21 -0.25581 -1.99366 -6.10685
H22 1.35117 -2.44746 -6.56270
H23 0.05711 0.33133 -4.26955
H24 1.77689 0.35659 -3.85900
C13 3.38635 2.99027 -0.77829
O4 4.22123 3.93794 -1.45838
H25 3.21736 2.08494 -1.36300
H26 3.92063 2.73414 0.13288
H27 2.42634 3.43712 -0.52228
H28 3.81081 4.14373 -2.30197
C14 -2.85348 1.73490 3.71288
O5 -1.44909 1.71591 3.73784
H29 -3.32330 0.75931 3.88516
H30 -3.17816 2.40686 4.51245
H31 -3.23529 2.23632 2.80972
H32 -1.14754 1.22402 2.95711
C15 -0.73306 -2.97999 3.68240
O6 -0.37388 -1.62678 3.47028
H33 0.14252 -3.58592 3.93207
H34 -1.42546 -3.01472 4.52247
H35 -1.19865 -3.40135 2.78534
H36 0.18502 -1.58989 2.68301
C16 -3.93804 4.43157 0.06452
O7 -2.66464 4.39033 -0.50293
C17 -2.36713 3.16980 -1.13971
C18 -1.07719 3.32273 -1.91373
O8 -1.28001 4.21990 -2.95923
C19 -0.16814 4.31289 -3.81378
H37 -4.71710 4.25028 -0.69601
H38 -4.10337 5.44124 0.43618
H39 -4.13258 3.69688 0.85888
H40 -3.13829 2.88772 -1.87462
H41 -2.25316 2.36943 -0.39776
H42 -0.76919 2.33393 -2.27528
H43 -0.30771 3.66929 -1.20555
H44 -0.34142 5.06535 -4.57566
H45 0.04741 3.32102 -4.23455
H46 0.72453 4.61838 -3.24392
C20 3.44806 -3.17673 -0.58102
O9 3.50718 -4.34397 0.18254
C21 2.29801 -4.60324 0.84149
C22 2.41735 -5.95909 1.50882
O10 1.50642 -5.97746 2.57572
C23 1.42693 -7.21883 3.22840
H47 3.30352 -2.27515 0.03019
H48 2.57330 -3.18465 -1.25411
H49 4.33507 -3.02410 -1.19234
H50 1.49294 -4.62747 0.09418
H51 2.02751 -3.83453 1.57593
H52 3.45946 -6.12994 1.80633
H53 2.14687 -6.70465 0.74707
H54 1.19692 -8.04136 2.53857
H55 0.61611 -7.12972 3.94785
H56 2.37875 -7.44855 3.72343
C24 -4.56861 5.03077 3.93441
O11 -3.19189 4.87702 3.87181
C25 -2.47870 5.88637 3.20656
C26 -1.01074 5.71592 3.55558
O12 -0.54923 4.41052 3.40423
C27 -0.47353 4.07111 2.04064
H57 -4.99646 4.30974 4.62760
H58 -5.03958 4.95339 2.94218
H59 -4.87416 6.02410 4.31576
H60 -2.82252 6.88801 3.50446
H61 -2.58835 5.76643 2.12055
H62 -0.83914 5.98756 4.59927
H63 -0.46359 6.44173 2.92702
H64 0.14772 4.81517 1.52380
H65 -1.43387 3.88059 1.55458
H66 0.02455 3.10848 1.93329
C28 2.53608 2.94423 3.31004
O13 1.55744 2.38352 4.14627
C29 2.10556 1.38219 4.94417
C30 1.00972 0.61463 5.66967
O14 -0.00573 1.45380 6.10387
C31 -0.85229 0.78577 6.99238
H67 2.97371 2.14614 2.69559
H68 3.29952 3.42002 3.94489
H69 2.11494 3.68908 2.64317
H70 2.80401 1.83191 5.67571
H71 2.69244 0.69094 4.32130
H72 1.43941 0.04420 6.50653
H73 0.63126 -0.12649 4.94842
H74 -1.43341 0.00423 6.48398
H75 -1.49019 1.49369 7.52104
H76 -0.28554 0.27831 7.79840
C32 4.17755 -0.65182 -2.92393
O15 4.21159 0.27765 -3.97884
C33 4.59933 -0.33353 -5.21106
C34 4.40389 0.62467 -6.34050
O16 5.45424 1.55261 -6.37673
C35 5.42411 2.35724 -7.52593
H77 5.17089 -1.07659 -2.71730
H78 3.44930 -1.45210 -3.10029
H79 3.88047 -0.11127 -2.02632
H80 3.99086 -1.23494 -5.33371
H81 5.66213 -0.57093 -5.06874
H82 3.41945 1.09935 -6.27680
H83 4.43276 0.01637 -7.26182
H84 5.85594 1.83282 -8.38742
H85 6.04951 3.22126 -7.30115
H86 4.41073 2.70089 -7.75630

Molecular weight, g mol⁻¹: 908.019
HOMO energy, Eh: -0.234
HOMO-LUMO gap, eV: 8.611
Max |F|, hartree/bohr: 0.032
Energy above the lowest of the compared OMol25 structures with the same formula, charge and spin, eV: 0.000
Charge: -1

Here are the Löwdin charges for atoms 1 to 5, given in e: number 1, P, carries 0.21; number 2, F, carries -0.15; number 3, F, carries -0.16; number 4, F, carries -0.14; number 5, F, carries -0.17

***

2.
Entry from the OMol25 dataset: 2 unconnected molecules or ions with the total composition C22H32N2O6 at a distorted geometry (ωB97M-V/def2-TZVPD).

Geometry (Å):
O1 -0.08847 3.50439 -1.44884
O2 2.46987 3.39527 1.08883
O3 5.70495 0.38807 0.52558
O4 -1.51688 -2.42583 -4.89826
O5 -0.19920 -0.03772 -4.73048
O6 -0.49010 1.57096 -2.58552
C1 -0.62704 2.41194 -1.52615
C2 2.97875 2.36266 0.68242
C3 5.04382 -0.10399 1.42877
C4 -1.45812 2.05150 -0.38800
C5 -2.17621 0.88018 -0.37291
C6 -2.56122 -2.04948 -2.76810
C7 -2.73140 -1.23648 -1.64183
C8 -1.71150 -1.64972 -3.79515
C9 -1.03412 -0.43341 -3.71226
C10 -1.19832 0.39168 -2.59268
C11 -2.05069 -0.00678 -1.53993
N1 5.68826 -0.73435 2.41723
N2 2.90089 1.28309 1.46280
C12 3.62999 2.34839 -0.68404
C13 5.12290 -1.41247 3.58402
C14 -6.84755 0.66398 1.46349
C15 1.02033 -1.96879 -0.95637
C16 0.61728 -1.20365 1.35738
C17 -3.02794 0.54800 0.82998
C18 -5.36099 0.49582 1.77073
C19 -4.51085 0.80760 0.53628
C20 1.39517 -0.90291 0.07236
C21 2.92364 -0.93282 0.26095
C22 3.49736 -0.06552 1.39873
H1 -0.89844 -1.93439 -5.47187
H2 0.16136 0.84121 -4.49633
H3 -1.49498 2.75375 0.43598
H4 -3.08214 -2.99740 -2.85646
H5 -3.39445 -1.58160 -0.85493
H6 6.69358 -0.71267 2.33045
H7 2.39472 1.48970 2.30839
H8 3.33170 1.46972 -1.24392
H9 3.30566 3.23476 -1.22788
H10 4.70992 2.37943 -0.56889
H11 5.92839 -1.77010 4.22768
H12 4.50337 -0.72115 4.15793
H13 4.52073 -2.26716 3.27010
H14 -7.06318 1.69606 1.16944
H15 -7.14995 -0.00328 0.65030
H16 -7.44394 0.42425 2.34892
H17 -0.05749 -1.99051 -1.09306
H18 1.48695 -1.73396 -1.91318
H19 1.35141 -2.95217 -0.62328
H20 0.93818 -2.15763 1.77516
H21 0.77328 -0.41120 2.08707
H22 -0.44746 -1.25179 1.13317
H23 -2.71958 1.16521 1.68028
H24 -2.87214 -0.49564 1.11824
H25 -5.17777 -0.53454 2.09324
H26 -5.08058 1.16251 2.59294
H27 -4.65085 1.85628 0.25179
H28 -4.84089 0.18790 -0.30300
H29 1.09158 0.07318 -0.30521
H30 3.22946 -1.96136 0.45755
H31 3.39280 -0.64546 -0.67936
H32 3.15814 -0.55162 2.30976

Molecular weight, g mol⁻¹: 420.506
HOMO energy, Eh: -0.312
HOMO-LUMO gap, eV: 8.648
Max |F|, hartree/bohr: 0.066
Energy above the lowest of the compared OMol25 structures with the same formula, charge and spin, eV: 0.893
SMILES: CCCCc1cc(=O)oc2c(O)c(O)ccc12.CNC(=O)[C@H](CC(C)C)NC(C)=O

Here are the Löwdin charges for atoms 1 to 5, given in e: number 1, O, carries 0.10; number 2, O, carries 0.04; number 3, O, carries 0.05; number 4, O, carries 0.08; number 5, O, carries 0.08

***

3.
Entry from the OMol25 dataset: a molecular structure, C23H33N10O7P at a distorted geometry (ωB97M-V/def2-TZVPD).

Geometry (Å):
O1 -5.14000 -1.49343 2.08105
C1 -4.14259 -1.71066 1.49534
N1 -2.99111 -1.55527 1.00178
C2 -3.09612 -1.96619 -0.45530
O2 -2.88831 -3.41395 -0.36921
C3 -1.47286 -3.47881 -0.56028
O3 -0.64597 -3.98520 0.12561
O4 -1.31711 -2.72377 -1.75800
C4 -1.87526 -1.43489 -1.32761
C5 -0.63323 -0.77837 -0.58377
P1 -0.68733 1.11186 -0.55390
O5 -0.73227 1.54834 -1.99451
O6 0.74133 1.63141 0.24478
O7 -1.96348 1.68995 0.35696
H1 -4.08271 -1.65317 -0.91157
H2 -2.33754 -0.81121 -2.13675
H3 -0.51836 -1.12126 0.48038
H4 0.28431 -1.14889 -1.13463
H5 0.70246 1.10556 1.07515
H6 -2.78804 1.51744 -0.13862
C6 -1.02728 1.65696 4.16484
C7 -0.66106 0.67654 3.14422
N2 -0.39362 -0.11150 2.33681
H7 -0.43460 1.53373 5.07293
H8 -0.87422 2.67657 3.81545
H9 -2.07772 1.56547 4.44702
C8 2.05464 4.75244 3.01739
C9 1.63846 3.68179 2.11467
N3 1.30318 2.82274 1.42869
H10 2.44005 5.61344 2.46727
H11 1.22380 5.10216 3.63046
H12 2.84235 4.41816 3.69496
C10 -0.84413 -3.57015 -5.11575
C11 -1.65067 -2.43511 -5.55642
N4 -2.28562 -1.54343 -5.90103
H13 -1.18769 -3.95565 -4.15471
H14 -0.88463 -4.39415 -5.83003
H15 0.20523 -3.29537 -4.99788
C12 3.99129 0.36149 3.35293
C13 3.26615 0.95920 4.47148
N5 2.68726 1.42537 5.34667
H16 4.97727 0.00822 3.65882
H17 3.45316 -0.49267 2.93857
H18 4.13809 1.07833 2.54315
C14 2.19462 -5.86677 1.16099
C15 3.43739 -5.11605 1.32167
N6 4.41375 -4.52621 1.44781
H19 1.92194 -6.39238 2.07766
H20 1.36053 -5.21162 0.90228
H21 2.27655 -6.61493 0.37092
C16 -3.23387 -5.41197 2.11793
C17 -3.12717 -6.56872 3.00410
N7 -3.04314 -7.47706 3.70028
H22 -3.94845 -5.58842 1.31242
H23 -3.56564 -4.52320 2.65745
H24 -2.27573 -5.17166 1.65513
C18 0.06289 6.46280 6.78110
C19 -0.33314 5.38096 5.88412
N8 -0.64462 4.53013 5.17989
H25 0.43058 7.32752 6.22628
H26 -0.77442 6.80045 7.39363
H27 0.85754 6.14841 7.45950
C20 0.81057 2.24264 -4.80270
C21 1.06527 3.55613 -5.38694
N9 1.26615 4.58857 -5.84904
H28 0.27116 1.59354 -5.49459
H29 1.73912 1.73388 -4.53946
H30 0.21132 2.31531 -3.89176
C22 2.02536 3.03069 -9.57959
C23 2.10690 1.87950 -8.68549
N10 2.17022 0.97698 -7.97951
H31 1.33152 2.84961 -10.40208
H32 1.68086 3.92178 -9.05155
H33 2.99648 3.26600 -10.01786

Molecular weight, g mol⁻¹: 592.554
HOMO energy, Eh: -0.318
HOMO-LUMO gap, eV: 8.565
Max |F|, hartree/bohr: 0.236

Here are the Löwdin charges for atoms 1 to 5, given in e: number 1, O, carries 0.19; number 2, C, carries -0.27; number 3, N, carries 0.18; number 4, C, carries -0.21; number 5, O, carries 0.03

***

> Which of these has the lowest max |F|?

C35H86F6O16P

***

> Which of these has the highest max |F|?

C23H33N10O7P